{"formula": "C37H42AsF6N5OS3TeTi", "method": "ωB97M-V/def2-TZVPD", "total_charge": -1, "total_energy_ha": -6931.42423, "largest_force_ha_per_bohr": 0.0042, "s_squared": 0.757, "spin_multiplicity": 2, "homo_lumo_gap_ev": [5.3, 5.2], "symbols": ["Ti", "C", "C", "N", "C", "S", "N", "N", "C", "C", "C", "C", "C", "C", "C", "N", "H", "H", "H", "H", "H", "H", "H", "H", "H", "H", "H", "H", "H", "C", "C", "C", "C", "C", "C", "C", "C", "S", "C", "N", "C", "C", "C", "C", "C", "C", "C", "C", "H", "H", "H", "H", "H", "H", "H", "H", "H", "H", "H", "H", "H", "H", "H", "H", "O", "S", "C", "C", "C", "C", "H", "H", "H", "H", "H", "H", "H", "H", "Te", "C", "C", "C", "C", "C", "C", "H", "H", "H", "H", "H", "F", "As", "F", "F", "F", "F", "F"], "positions_angstrom": [[0.71134, -0.18365, -0.61320], [3.82618, 5.22987, 2.43897], [3.82429, 4.33953, 1.20429], [2.51393, 3.77667, 0.92382], [2.11236, 2.54261, 1.39009], [3.00164, 1.78047, 2.64039], [1.01854, 2.11543, 0.78515], [0.58428, 0.82461, 1.03676], [-0.28586, 0.55418, 2.03851], [-0.53000, 1.51209, 3.15614], [-0.84758, -0.69047, 1.84988], [-1.77590, -1.35435, 2.71043], [-2.21505, -2.59979, 2.42104], [-1.69691, -3.25447, 1.25881], [-0.82306, -2.59680, 0.46140], [-0.40584, -1.30393, 0.66901], [4.82348, 5.64019, 2.61557], [3.12515, 6.05857, 2.31807], [3.53131, 4.64836, 3.31194], [4.11495, 4.91821, 0.32464], [4.55272, 3.53536, 1.32572], [2.17275, 3.93600, -0.01192], [0.35751, 1.59950, 3.78716], [-0.74094, 2.51242, 2.76778], [-1.37149, 1.19165, 3.76920], [-2.10650, -0.84055, 3.60364], [-2.91569, -3.10703, 3.07222], [-1.96391, -4.27555, 1.02353], [-0.38538, -3.09650, -0.39109], [-6.18523, 0.85910, -1.66393], [-5.31347, -0.13814, -0.88961], [-6.19035, -1.28589, -0.36812], [-4.70540, 0.57352, 0.32102], [-4.23937, -0.71586, -1.81153], [-4.62007, -1.45867, -2.94687], [-3.69990, -2.11303, -3.74053], [-2.35269, -2.01823, -3.40264], [-0.97603, -2.88152, -4.02849], [0.02390, -2.14449, -2.81021], [-0.59575, -1.26907, -2.07379], [-1.95194, -1.22049, -2.33343], [-2.89459, -0.57852, -1.52996], [1.37662, -2.54984, -2.44219], [2.09098, -3.51695, -3.14954], [3.30917, -3.94044, -2.65398], [3.78823, -3.39813, -1.46294], [3.07037, -2.42348, -0.78481], [1.83840, -1.96223, -1.25178], [-6.96716, 1.25984, -1.01406], [-6.66911, 0.38861, -2.52146], [-5.58583, 1.69405, -2.03236], [-6.95730, -0.89600, 0.30567], [-5.58377, -2.00782, 0.18165], [-6.69191, -1.81259, -1.18123], [-5.50790, 0.95877, 0.95403], [-4.08153, 1.41844, 0.02308], [-4.09455, -0.10242, 0.92344], [-5.67062, -1.55743, -3.19123], [-4.02611, -2.71539, -4.57847], [-2.53435, -0.03636, -0.66869], [1.70004, -3.93711, -4.07111], [3.88414, -4.68822, -3.18555], [4.74226, -3.73335, -1.07101], [3.48279, -1.99639, 0.12332], [-0.59315, 1.30829, -1.34929], [-0.38508, 2.82138, -1.35435], [-1.52825, 3.42918, -0.07352], [-2.81609, 3.91884, -0.74058], [-2.92451, 3.20703, -2.08899], [-1.52785, 3.29416, -2.67988], [-1.00210, 4.17556, 0.51901], [-1.67094, 2.54534, 0.54979], [-2.76280, 4.99818, -0.90495], [-3.68050, 3.73162, -0.10164], [-3.67634, 3.65995, -2.73791], [-3.18510, 2.15528, -1.95322], [-1.26758, 4.31910, -2.95970], [-1.32816, 2.62993, -3.51905], [2.32492, -1.34402, 3.23057], [4.09541, -2.46532, 3.49528], [4.91843, -2.27923, 4.60780], [6.07858, -3.02372, 4.76877], [6.43411, -3.97728, 3.82425], [5.62350, -4.17555, 2.71458], [4.47051, -3.42136, 2.54792], [4.64223, -1.54190, 5.35112], [6.70625, -2.85965, 5.63679], [7.33832, -4.56011, 3.95086], [5.89268, -4.91559, 1.97015], [3.84788, -3.57598, 1.67500], [2.79445, 0.60626, -0.73105], [3.27506, 1.22669, -2.35190], [2.64925, 2.77923, -1.91000], [1.62146, 0.72360, -2.75894], [3.55442, 1.80783, -3.94564], [3.84682, -0.32796, -2.79312], [4.81586, 1.66336, -1.74877]], "atomic_forces_ev_per_a": [[-0.03, 0.21, -0.01], [0.00, 0.00, 0.00], [0.01, 0.00, 0.00], [0.00, 0.00, 0.00], [0.06, 0.02, -0.01], [-0.07, -0.07, -0.02], [-0.03, 0.02, 0.03], [-0.05, -0.03, 0.03], [0.07, -0.04, -0.02], [0.00, 0.00, 0.00], [0.04, -0.04, 0.01], [0.01, 0.02, 0.00], [-0.01, -0.02, 0.00], [0.00, 0.01, 0.01], [0.00, 0.00, 0.00], [-0.03, -0.09, 0.00], [0.00, 0.00, 0.00], [0.00, 0.00, 0.00], [0.00, 0.00, 0.00], [0.00, 0.00, 0.00], [0.00, 0.00, 0.00], [0.00, 0.00, 0.00], [0.00, 0.00, 0.01], [0.01, 0.00, 0.00], [-0.01, 0.00, 0.00], [0.00, 0.00, 0.00], [0.00, 0.00, 0.00], [0.00, 0.00, 0.00], [-0.01, 0.00, 0.01], [0.00, 0.00, 0.00], [-0.01, 0.00, -0.01], [0.00, 0.00, 0.00], [0.00, 0.00, -0.01], [0.01, 0.01, 0.01], [-0.01, 0.00, 0.00], [-0.01, 0.00, 0.00], [0.00, 0.02, 0.00], [0.00, -0.01, 0.01], [-0.01, 0.02, 0.00], [0.05, 0.02, 0.05], [-0.01, 0.00, -0.01], [0.01, -0.01, 0.01], [0.01, -0.02, -0.02], [0.01, 0.00, 0.00], [0.00, 0.00, 0.00], [0.00, 0.00, 0.01], [-0.02, 0.02, -0.01], [-0.01, -0.01, 0.07], [0.00, 0.00, 0.00], [0.00, 0.00, 0.00], [0.00, 0.00, 0.00], [0.00, 0.00, 0.00], [0.00, 0.00, 0.00], [0.00, 0.00, 0.00], [0.00, 0.00, 0.00], [0.00, 0.00, 0.00], [0.00, 0.00, 0.00], [0.00, 0.00, 0.00], [0.00, 0.00, 0.00], [0.00, 0.00, 0.00], [-0.01, 0.00, 0.00], [0.00, 0.00, 0.00], [0.01, 0.00, 0.01], [0.00, 0.01, -0.03], [0.04, 0.04, -0.09], [-0.03, 0.02, 0.07], [0.01, -0.01, -0.01], [0.00, 0.00, 0.00], [0.00, -0.01, 0.00], [0.01, 0.00, 0.00], [0.00, 0.00, 0.00], [-0.01, 0.00, 0.01], [0.00, 0.00, 0.00], [0.00, 0.00, 0.00], [0.00, 0.00, 0.00], [0.00, 0.00, 0.00], [-0.01, 0.00, 0.00], [0.00, 0.00, 0.00], [-0.05, -0.04, -0.02], [0.03, 0.04, -0.02], [-0.01, 0.02, 0.00], [0.00, 0.00, 0.00], [0.00, 0.00, 0.00], [0.01, 0.01, 0.01], [-0.03, -0.01, 0.00], [0.00, 0.00, 0.00], [0.00, 0.00, 0.00], [0.00, 0.00, 0.00], [0.00, 0.00, 0.00], [0.01, -0.01, 0.03], [0.08, 0.02, -0.03], [-0.01, -0.05, 0.03], [-0.02, 0.00, 0.00], [-0.02, -0.08, -0.07], [-0.01, -0.01, -0.01], [0.00, 0.00, 0.01], [0.00, 0.02, -0.01]], "mulliken_charge": [-1.503, -1.187, -0.659, -0.093, -0.593, -0.395, 0.067, 2.105, -0.391, -1.968, 0.629, -1.206, -0.983, -1.062, -0.185, 1.893, 0.399, 0.295, 0.255, 0.458, 0.369, 0.179, 0.230, 0.239, 0.654, 0.406, 0.418, 0.504, 0.153, -1.686, 2.257, -1.911, -1.895, 0.916, -0.121, -1.368, 1.295, -0.519, 0.168, 1.194, -2.170, -0.321, 0.618, -0.785, -0.994, -0.673, -0.467, 0.947, 0.463, 0.339, 0.230, 0.477, 0.389, 0.345, 0.584, 0.195, 0.324, 0.440, 0.389, -0.011, 0.388, 0.370, 0.464, 0.735, -0.687, 0.565, 0.144, -1.114, 0.645, -1.343, 0.651, -0.470, 0.350, 0.490, 0.563, -0.602, 0.465, 0.489, 0.248, -0.091, -0.464, -0.510, -0.372, -0.641, -0.123, 0.342, 0.340, 0.352, 0.358, 0.441, -0.393, 2.195, -0.504, -0.439, -0.511, -0.508, -0.505]}